Entry 1:
# C19H31BaF9OP2

C19H31BaF9OP2 as an isolated structure (ωB97M-V/def2-TZVPD, OMol25).

Summary:
* 2S+1: 1
* LUMO energy (alpha / beta): -1.1 / -1.1 eV
* charge: 0
* relative energy (zero: lowest compared OMol25 entry of this formula, charge and spin): 237.4 kJ/mol
* orbital gap (alpha / beta): 3.28 / 3.29 eV

Last column: Löwdin charge in e.
Element x y z (Å)
P -3.902 3.353 -1.854  0.928
P -1.675 1.595 -4.347  0.940
C -3.880 3.317 -3.688  -0.339
C -3.438 1.998 -4.337  -0.342
H -3.310 4.168 -4.063  0.071
H -4.906 3.519 -4.005  0.081
H -4.024 1.162 -3.949  0.074
H -3.687 2.046 -5.410  0.084
C -1.197 2.496 -5.854  -0.197
H -0.164 2.278 -6.122  0.062
H -1.311 3.580 -5.751  0.057
H -1.870 2.145 -6.640  0.047
C -1.413 -0.156 -4.689  -0.212
H -1.582 -0.309 -5.763  0.056
H -2.136 -0.809 -4.175  0.013
H -0.391 -0.496 -4.483  0.059
C -4.211 5.085 -1.350  -0.192
H -4.108 5.182 -0.255  0.055
H -5.218 5.423 -1.641  0.047
H -3.461 5.747 -1.816  0.063
C -5.405 2.419 -1.462  -0.205
H -5.535 1.585 -2.168  0.040
H -6.290 3.072 -1.549  0.050
H -5.372 2.016 -0.442  0.052
Ba -1.507 -1.854 -1.251  1.726
C -0.582 2.739 -3.225  -0.429
C -0.860 4.149 -3.090  -0.246
C -0.223 4.989 -2.061  -0.237
C -0.408 4.503 -0.556  -0.270
C -1.741 4.150 -0.190  -0.235
C -2.508 3.013 -0.666  -0.459
C -1.787 1.739 -1.232  -0.256
C -0.465 1.886 -1.930  -0.223
C -1.932 -0.590 1.014  -0.389
H 0.364 2.613 -3.786  0.105
H -1.000 4.686 -4.035  0.055
H -0.637 5.998 -2.122  0.090
H 0.849 5.106 -2.220  0.084
H 0.278 3.664 -0.421  0.066
H -0.029 5.301 0.117  0.109
H -2.199 4.831 0.552  0.072
H -3.110 2.651 0.206  0.116
H -2.508 1.230 -1.917  0.059
H -1.706 1.080 -0.323  0.047
H 0.307 2.252 -1.246  0.106
H -0.080 0.888 -2.205  0.077
H -2.243 -1.612 1.321  -0.075
H -2.704 0.139 1.285  -0.045
H -0.962 -0.349 1.451  -0.046
F -0.750 -3.547 1.208  0.052
C 0.628 -3.615 0.997  -0.477
F 1.154 -4.316 2.015  0.173
F 0.759 -4.341 -0.162  0.114
C 1.220 -2.182 0.858  -0.328
O 0.425 -1.532 -0.036  -0.515
C 1.213 -1.517 2.283  -0.486
F 2.218 -1.995 3.071  0.142
F 1.358 -0.170 2.190  0.153
F 0.048 -1.757 2.952  0.133
C 2.700 -2.176 0.319  -0.487
F 3.493 -3.086 0.948  0.143
F 2.717 -2.455 -1.011  0.133
F 3.257 -0.948 0.482  0.158

=====

Entry 2:
# C19H31F11N2O5P

A 3-piece molecular cluster, C19H31F11N2O5P overall (ωB97M-V/def2-TZVPD, OMol25).

Summary:
* 2S+1: 1
* LUMO energy: 1.7 eV
* charge: -1
* orbital gap: 5.94 eV

Last column: Löwdin charge in e.
Element x y z (Å)
F -2.717 -3.283 0.277  -0.036
C -4.034 -2.623 0.089  -0.034
F -5.005 -2.344 1.191  -0.024
C -4.384 -2.171 -1.300  -0.043
F -3.284 -1.821 -2.243  -0.063
C -5.958 -2.023 -1.757  -0.116
C -6.204 -0.822 -2.854  -0.132
C -6.718 0.595 -2.204  -0.320
O -7.061 0.653 -0.765  -0.399
P -7.303 2.348 -0.376  0.317
O -6.398 3.062 -1.682  -0.407
C -5.895 1.991 -2.588  -0.302
C -4.261 1.928 -2.722  -0.112
C -3.600 3.451 -2.639  -0.171
O -2.129 3.459 -2.619  -0.218
C -1.605 3.058 -1.278  -0.072
C 0.067 3.019 -1.262  -0.143
F 0.474 4.239 -2.056  -0.014
F 0.613 3.231 0.101  0.008
C 0.691 1.734 -2.068  -0.101
F 1.841 2.277 -2.883  0.004
F -0.273 1.155 -3.045  0.039
C 1.329 0.560 -1.118  -0.126
F 2.785 0.818 -0.931  0.011
F 0.587 0.291 0.135  0.036
C 1.237 -0.853 -2.008  -0.056
F 2.280 -1.788 -1.474  -0.047
F -0.095 -1.502 -1.801  -0.017
H -6.315 -3.029 -2.286  0.124
H -6.595 -1.930 -0.776  0.126
H -5.217 -0.659 -3.482  0.104
H -7.025 -1.163 -3.649  0.119
H -7.754 0.757 -2.756  0.126
H -8.133 1.863 0.732  -0.068
H -8.577 2.410 -1.105  -0.025
H -7.588 3.656 0.211  -0.073
H -6.110 2.375 0.456  -0.039
H -6.329 2.325 -3.631  0.139
H -4.020 1.413 -3.770  0.124
H -3.846 1.200 -1.905  0.108
H -3.964 4.060 -1.698  0.136
H -3.936 3.983 -3.652  0.150
H -2.057 2.046 -0.892  0.145
H -1.977 3.905 -0.524  0.162
H 1.504 -0.684 -3.147  0.192
C 4.810 -0.420 3.305  -0.008
C 5.642 0.824 3.163  -0.545
O 6.731 0.949 3.720  0.008
N 5.158 1.834 2.387  0.002
C 3.915 1.882 1.656  -0.083
H 5.327 -1.133 3.953  0.058
H 3.847 -0.175 3.761  0.090
H 4.663 -0.885 2.327  0.089
H 5.774 2.637 2.340  0.142
H 4.148 2.031 0.598  0.076
H 3.339 2.736 2.021  0.088
H 3.327 0.970 1.773  0.073
C 7.847 -5.634 2.704  -0.017
C 8.550 -5.233 3.971  -0.551
O 9.218 -6.029 4.628  0.012
N 8.432 -3.941 4.389  -0.001
C 7.701 -2.864 3.765  -0.082
H 8.034 -6.692 2.502  0.084
H 6.769 -5.489 2.813  0.085
H 8.228 -5.049 1.864  0.084
H 8.933 -3.748 5.248  0.143
H 8.407 -2.062 3.538  0.090
H 6.960 -2.498 4.480  0.072
H 7.199 -3.177 2.849  0.079